No. 1
Density functional theory data (wB97M-V/def2-TZVPD) for a structure of composition C5H10O2.

```
! RIJCOSX wB97M-V def2-TZVPD def2/J DEFGRID3
* xyz 0 1
C -1.73602 -0.34032 0.88612
C 1.05462 -0.38822 0.85877
O 0.83367 -1.43534 0.11067
C 0.12141 -1.02137 -1.01444
C 0.72048 0.32945 -1.36050
C 1.09972 0.89683 0.04417
O 0.28206 1.93980 0.52148
H -2.05949 -1.36821 1.09391
H -2.54936 0.20573 0.38750
H -1.49552 0.15126 1.83346
H 1.45354 -0.56892 1.85410
H -0.95199 -0.67606 -0.26739
H 0.05923 -1.81089 -1.76118
H 1.62016 0.19840 -1.97857
H 0.03918 1.00874 -1.88387
H 2.10976 1.32858 0.04483
H -0.60144 1.55053 0.63093
*
```

The calculated total energy is -346.81753 Eh. For the energy above the lowest of the compared OMol25 structures with the same formula, charge and spin, the calculation gives 5.6573 eV. As for the HOMO energy (spin up / spin down): -7.48 / -7.62 eV. Its molecular weight is 102.13 g mol⁻¹. The HOMO-LUMO gap (spin up / spin down) comes out at 7.4 / 7.9 eV.

No. 2
Density functional theory data (wB97M-V/def2-TZVPD) for a cluster of 2 separate species, C2H6N2O in total.

```
! RIJCOSX wB97M-V def2-TZVPD def2/J DEFGRID3
* xyz 0 1
O -3.31379 1.04572 -2.60747
C -2.47851 0.57192 -1.89182
H -2.21712 1.08225 -0.94103
H -1.90740 -0.34754 -2.10225
N 1.93161 0.54578 1.08416
C 2.21669 -0.65616 1.75281
N 1.39464 -1.61416 1.58371
H 1.74631 0.43920 0.10282
H 2.29901 1.40979 1.42666
H 3.21887 -0.71339 2.17500
H 1.78458 -2.43991 2.04115
*
```

The calculated total energy is -264.50154 Eh. For the energy above the lowest of the compared OMol25 structures with the same formula, charge and spin, the calculation gives 2.3339 eV. As for the SMILES: [H]/N=C/N.C=O. As for the HOMO energy: -9.63 eV. Its molecular weight is 74.08 g mol⁻¹. The HOMO-LUMO gap comes out at 10.5 eV.